Entry 1:
Entry from the Open Molecules 2025 dataset: a molecular structure, C20H33Cl2HgN4O3S (ωB97M-V/def2-TZVPD).

Geometry as XYZ:
```
64
Properties=species:S:1:pos:R:3:lowdin_charge:R:1
H -2.759 -3.452 -1.413 0.04
H 5.372 -0.810 2.614 0.06
H -1.509 1.663 -3.131 0.03
H -5.422 -3.842 -0.396 0.08
H -1.978 5.261 1.533 0.11
C -3.584 -2.897 -1.878 -0.08
O -3.422 -0.121 -1.485 -0.08
Cl 0.169 -0.049 -1.924 -0.05
C 2.456 -5.214 -0.890 -0.12
C 2.273 -4.004 -0.229 -0.07
H -1.447 1.859 -0.930 0.07
H 1.413 -3.834 0.424 0.07
C 3.213 -2.973 -0.399 -0.19
H -1.162 2.257 3.975 0.14
C -1.228 2.690 -3.378 -0.09
H 3.763 -1.597 2.761 0.09
H 2.985 2.129 1.886 0.07
Cl -1.535 -3.149 1.088 -0.16
H -3.188 -2.211 -2.627 0.09
C 4.206 -0.903 0.763 -0.35
C 4.456 -4.332 -1.974 -0.14
O -0.515 3.365 0.097 -0.04
C -5.116 -2.897 0.073 -0.07
H 5.139 -2.445 1.982 0.07
H 4.958 -2.289 -1.469 0.09
Hg -0.641 -1.511 -0.301 0.64
S -2.459 0.785 1.813 0.57
H -2.085 3.222 -3.817 0.08
H 2.182 0.597 2.333 0.08
N -0.783 3.368 -2.173 -0.20
H -3.482 3.360 0.853 0.14
H -0.716 4.715 3.450 0.12
C -1.734 4.315 3.494 -0.15
C 3.674 0.464 0.829 -0.15
C 4.275 -3.128 -1.304 -0.07
N -1.738 2.865 3.407 0.01
H 5.002 -0.975 0.010 0.12
C -2.422 2.376 2.337 -0.89
H -0.418 2.688 -4.121 0.09
H 3.827 0.933 2.904 0.06
C 4.651 -1.474 2.120 -0.06
C -0.927 2.836 -0.943 -0.37
C 3.001 -1.664 0.272 -0.43
H -3.427 5.344 2.573 0.11
C 3.549 -5.380 -1.765 -0.16
O 1.832 -1.270 0.398 -0.20
H -4.741 -0.368 0.076 0.12
H 1.736 -6.018 -0.727 0.09
N -3.035 3.448 1.758 0.00
C -2.575 4.725 2.280 -0.16
C -4.155 -0.805 -0.762 -0.39
H 5.299 -4.452 -2.660 0.08
H 0.124 5.060 -1.378 0.08
C -0.171 4.670 -2.354 -0.06
H -2.207 4.646 4.423 0.11
H 0.707 4.583 -3.010 0.09
H -6.006 -2.313 0.339 0.08
C 3.152 1.052 2.043 -0.14
H -4.557 -3.124 0.995 0.06
N -4.311 -2.145 -0.875 -0.21
H -0.879 5.351 -2.847 0.08
H 3.497 0.962 -0.119 0.10
H -4.268 -3.618 -2.339 0.08
H 3.691 -6.326 -2.287 0.07
```

Lowest unoccupied orbital energy (alpha / beta), eV: 2.4 / 2.4
Energy, hartree: -2698.6590
HOMO (alpha / beta), eV: -3.42 / -0.75
Frontier orbital gap (alpha / beta), eV: 5.8212 / 3.1511
Relative energy (zero: lowest compared OMol25 entry of this formula, charge and spin), kcal per mole: 0.0
Charge: -1

---

Entry 2:
Entry from the Open Molecules 2025 dataset: a molecular structure, C3H4N2O2 (ωB97M-V/def2-TZVPD).

Geometry as XYZ:
```
11
Properties=species:S:1:pos:R:3:lowdin_charge:R:1
C 1.751 -0.822 0.843 -0.45
H -1.018 0.631 1.737 0.08
C -1.278 0.694 0.679 -0.10
N -0.151 0.205 -0.059 -0.01
H -1.500 1.737 0.433 0.08
C 0.018 -0.068 -1.259 -0.41
N 0.567 -0.823 -2.070 0.18
O 1.494 -0.736 1.970 0.18
H -2.177 0.090 0.519 0.08
H 0.091 0.253 -2.611 0.20
O 2.203 -1.161 -0.183 0.15
```

Lowest unoccupied orbital energy, eV: -0.1
Energy, hartree: -376.6152
HOMO, eV: -9.80
Frontier orbital gap, eV: 9.6642
Relative energy (zero: lowest compared OMol25 entry of this formula, charge and spin), kcal per mole: 93.2

---

Entry 3:
Entry from the Open Molecules 2025 dataset: a molecular structure, C38H34CaN12O3SSe (ωB97M-V/def2-TZVPD).

Geometry as XYZ:
```
90
Properties=species:S:1:pos:R:3:lowdin_charge:R:1
C -2.880 0.544 -2.019 -0.06
N -1.086 0.801 0.820 0.03
H -4.062 5.315 1.246 0.12
H 1.097 5.579 0.401 0.12
H 0.249 2.295 -5.470 0.12
C 4.778 -1.704 -0.274 -0.08
H 0.709 -3.518 1.906 0.09
N 5.916 -2.157 3.884 -0.24
C 0.459 -0.264 -3.284 -0.20
C -5.137 1.367 -1.865 -0.27
C 0.282 -4.476 -3.052 -0.01
N -2.983 2.348 0.864 0.17
N 0.760 0.407 -2.163 0.04
C 1.948 2.416 1.248 -0.29
C -2.971 3.600 1.257 -0.47
H -1.302 -0.611 3.056 0.10
O -5.544 3.810 -2.532 -0.38
H -0.891 -3.067 2.515 0.10
S -6.317 2.711 -1.975 0.39
H -6.553 0.030 -0.985 0.12
C 5.201 -1.852 1.065 -0.02
H 3.214 0.899 2.064 0.09
C -4.582 -0.825 -1.038 -0.03
C 1.396 -1.096 5.117 -0.05
N -1.916 4.164 1.888 0.19
C -0.107 -2.487 -4.291 -0.01
O -7.387 2.207 -2.809 -0.34
H -1.874 5.155 2.040 0.11
N 4.125 -1.882 5.762 -0.23
H 5.475 -1.723 -1.100 0.09
C 3.440 -1.515 -0.490 -0.19
H 2.876 2.248 3.169 0.09
H -1.626 -1.791 -1.790 0.04
C 4.299 -1.825 2.086 -0.12
H -0.430 -2.615 0.867 0.04
C 0.393 1.765 -4.538 -0.01
H -1.843 0.706 -2.289 0.08
C 0.257 0.393 -4.488 0.01
Ca 0.546 -0.469 -0.028 1.28
C 1.155 2.481 -0.924 -0.21
C 0.719 -3.689 -1.985 -0.29
H 1.640 1.029 2.842 0.08
C -3.250 -0.636 -1.389 -0.33
H 0.000 -0.144 -5.386 0.11
N -2.271 -1.615 -1.033 0.09
H 0.457 4.380 -1.662 0.11
H 3.069 -1.387 -1.504 0.09
N -4.053 4.334 1.035 0.23
C 1.228 -4.362 -0.743 -0.02
C 0.720 2.452 -3.388 0.01
H -0.521 -4.456 -5.037 0.12
C 1.942 -1.600 2.797 -0.18
H 0.869 3.520 -3.420 0.11
H 0.403 -4.804 -0.181 0.09
O -6.709 2.908 -0.579 -0.38
H -1.061 3.638 1.962 0.09
C -0.315 -0.878 3.407 -0.15
H -2.703 -2.493 -0.776 0.09
C -3.818 1.544 -2.249 -0.07
C 3.692 -1.795 4.538 -0.33
H 1.687 -1.016 6.155 0.10
N 0.712 -2.352 -2.047 0.11
C 0.871 1.745 -2.203 -0.19
N 1.633 1.776 0.114 0.08
H 6.249 -1.982 1.308 0.11
C -1.960 1.572 0.850 -0.31
C 2.456 1.606 2.397 0.01
C 0.918 3.843 -0.846 -0.01
H -0.616 -0.232 5.363 0.10
H -0.434 -2.002 -5.196 0.11
H -4.880 -1.751 -0.556 0.11
C 2.891 -1.661 1.796 -0.22
H 1.755 -3.656 -0.110 0.05
C 2.287 -1.515 4.192 -0.14
N 2.499 -1.502 0.477 -0.09
C -5.518 0.167 -1.274 -0.05
N 0.529 -1.487 2.420 -0.18
C -0.054 -2.743 1.893 -0.06
Se 5.882 -2.180 5.669 1.06
C 0.347 -1.763 -3.203 -0.22
H -4.778 3.987 0.446 0.09
C 1.253 4.511 0.321 -0.05
H 0.295 -5.553 -2.956 0.12
H -3.540 2.485 -2.707 0.10
C 0.074 -0.698 4.670 -0.09
C 1.792 3.796 1.370 -0.02
C -0.156 -3.870 -4.204 -0.03
H 1.905 -5.172 -1.018 0.09
C 4.692 -1.945 3.489 -0.34
H 2.088 4.286 2.288 0.12
```

Lowest unoccupied orbital energy, eV: -1.4
Energy, hartree: -5828.6465
HOMO, eV: -5.86
Frontier orbital gap, eV: 4.4506
Relative energy (zero: lowest compared OMol25 entry of this formula, charge and spin), kcal per mole: 8.6

---

Entry 4:
Entry from the Open Molecules 2025 dataset: a molecular structure, C29H46P2TeY (ωB97M-V/def2-TZVPD).

Geometry as XYZ:
```
79
Properties=species:S:1:pos:R:3:lowdin_charge:R:1
C -2.010 0.492 -5.836 -0.28
H -3.989 -0.726 2.200 0.07
C -0.408 -1.287 -1.190 -0.13
H 1.669 -1.075 -0.796 0.12
C -2.657 -0.025 -0.879 -0.16
H 0.083 -4.013 0.827 0.08
H 2.059 -1.086 3.921 -0.01
H -0.893 1.785 -2.203 0.05
C 3.090 -0.461 -6.124 -0.33
H 1.361 -1.905 5.334 0.10
H -3.998 -1.268 3.885 0.11
C -0.882 2.727 -4.828 -0.29
H 0.317 0.712 -6.698 0.05
H -1.995 0.401 5.172 0.09
H 3.627 3.678 7.860 0.11
C -1.683 -2.327 2.162 -0.29
H -1.818 1.148 -6.691 0.04
C 3.075 3.433 4.496 -0.17
H -3.419 0.360 3.483 0.08
H -3.158 -0.799 -0.257 0.09
C -2.594 -3.058 1.252 -0.03
C 2.264 1.444 5.648 -0.15
H 3.988 4.940 5.742 0.11
H -1.802 3.113 -4.379 0.04
H 3.596 0.346 -5.589 0.03
H 3.210 3.967 3.561 0.08
H -2.899 -4.016 1.704 0.11
H 1.790 0.466 5.622 0.06
H -0.882 2.601 0.689 0.11
P -0.768 0.912 -4.542 0.83
C 1.430 -1.948 4.235 -0.07
C -2.046 -1.220 2.986 -0.29
H -2.223 -1.632 -2.213 0.13
C 2.507 2.137 4.451 -0.62
H -3.010 0.691 -5.447 0.04
C -1.101 1.836 -0.074 -0.13
H -2.133 -3.289 0.286 0.07
C -0.253 1.874 -1.308 -0.20
H 3.720 -1.356 -6.119 0.04
Y 0.077 -0.499 1.683 1.30
C 0.084 -1.914 3.614 -0.33
C 0.947 0.900 -1.424 -0.19
H 0.431 -4.733 2.419 0.11
H 2.888 -0.152 -7.159 0.04
H 1.524 -3.500 1.745 0.09
H 2.506 1.453 7.805 0.11
H 1.313 1.011 -2.471 0.11
H -0.384 -2.373 -1.009 0.11
C 0.739 -0.554 -1.073 -0.17
C 2.670 1.999 6.872 -0.08
C -0.967 0.066 4.966 -0.02
H 1.971 -2.857 3.946 0.09
C -1.652 -0.767 -1.812 -0.22
H -0.125 -2.009 -6.832 0.02
H -3.419 0.390 -1.571 0.14
H 0.190 2.881 -1.347 0.13
C -0.347 -2.739 2.508 -0.33
C 0.462 -3.791 1.840 -0.03
H 1.178 -1.149 -7.707 0.04
C -3.427 -0.683 3.141 -0.04
H -2.874 1.216 0.894 0.11
H 1.748 1.274 -0.747 0.09
C 0.939 -1.769 -6.834 -0.33
C 3.495 3.966 5.717 -0.08
H 1.394 1.546 -5.506 0.05
H 1.509 -2.701 -6.897 0.04
H -1.948 -0.552 -6.148 0.03
Te 2.331 1.268 2.499 0.78
H -3.518 -2.499 1.057 0.07
C 3.297 3.254 6.907 -0.08
C -0.959 -0.957 3.883 -0.31
H -0.377 0.956 4.699 0.07
H -1.418 -0.138 -2.702 -0.01
H -0.017 3.236 -4.394 0.04
C -2.180 1.032 0.065 -0.13
P 1.507 -0.916 -5.289 0.79
H -0.896 2.876 -5.917 0.04
H -0.547 -0.348 5.892 0.10
C 0.690 0.709 -5.656 -0.60
```

Lowest unoccupied orbital energy, eV: -3.2
Energy, hartree: -2121.4319
HOMO, eV: -9.94
Frontier orbital gap, eV: 6.7441
Relative energy (zero: lowest compared OMol25 entry of this formula, charge and spin), kcal per mole: 0.0
Charge: +1

---

Entry 5:
Entry from the Open Molecules 2025 dataset: 3 unconnected molecules or ions with the total composition C42H43N2O5S2 (ωB97M-V/def2-TZVPD).

Geometry as XYZ:
```
94
Properties=species:S:1:pos:R:3:lowdin_charge:R:1
C -6.139 1.055 -1.322 0.06
C 4.209 -4.765 2.788 -0.27
H -2.857 5.141 0.692 0.07
O -7.630 4.186 1.424 -0.09
O 0.725 -5.790 4.780 0.11
H 1.983 2.569 1.276 0.09
H -7.827 3.153 -0.301 0.14
H 6.386 -5.171 4.286 0.12
C 1.047 0.516 -5.365 -0.07
C -1.716 5.987 -1.776 -0.09
H 0.155 6.478 -0.969 0.13
O 5.223 -4.426 2.213 0.10
C 3.943 -2.693 -2.947 -0.09
C 0.763 4.099 0.424 -0.23
C 1.714 -5.058 2.771 -0.08
C 3.160 -1.428 -2.945 -0.28
C 1.616 -4.189 0.134 -0.04
H 1.564 2.252 -0.389 0.07
H 4.648 -5.380 -4.889 0.12
H -5.290 6.075 1.445 0.16
C 1.795 -1.485 -6.472 0.00
N 0.029 4.431 -0.814 -0.20
C 1.097 -0.289 -6.498 -0.05
H -1.328 5.908 -2.788 0.09
H 3.735 -3.947 0.296 0.08
C 3.135 -6.056 6.177 0.00
O 3.172 -3.913 -6.257 0.11
C 1.711 0.134 -4.213 -0.02
C -7.303 3.041 0.650 -0.13
C -0.626 5.747 -0.745 -0.24
C 3.942 -3.537 -4.061 -0.08
C 2.885 -4.685 2.111 -0.08
H -3.054 2.451 1.652 0.06
H -1.375 2.872 1.764 0.07
C 5.479 -5.419 4.819 0.00
H -2.037 7.024 -1.654 0.08
N -5.340 4.354 0.223 0.14
H -0.406 -5.308 2.614 0.12
C -4.075 4.618 2.411 -0.14
H -4.247 3.708 2.987 0.12
H -5.309 2.445 1.171 0.16
H 1.688 4.679 0.393 0.13
H 0.376 1.975 0.870 0.06
H -2.602 5.370 -1.634 0.03
H -0.953 5.987 0.273 0.09
H 0.588 0.016 -7.403 0.11
H -6.298 0.215 -0.655 0.08
C 5.401 -4.216 -1.795 -0.05
H -0.498 -4.545 0.264 0.11
H 5.946 -5.989 -2.875 0.11
H -3.970 5.404 3.161 0.13
H 0.493 1.446 -5.386 0.09
O 3.121 -0.715 -1.962 0.10
C -5.809 2.941 0.334 -0.25
H -1.956 5.033 2.184 0.11
C 4.251 -5.277 4.185 -0.08
C 2.457 -1.876 -5.315 -0.08
C 5.386 -5.064 -2.898 -0.04
H -4.473 4.455 -0.317 0.13
H -6.982 5.526 2.773 0.14
H -6.401 0.913 -2.365 0.08
C 1.748 -5.509 4.191 -0.28
H 0.229 4.467 1.310 0.10
H -7.679 2.119 1.099 0.15
S -2.282 2.764 -0.514 0.90
H -4.850 2.674 -1.647 0.08
H 1.684 0.757 -3.329 0.08
C -2.299 3.135 1.261 -0.43
C 5.534 -5.879 6.123 -0.05
H 6.492 -5.995 6.613 0.11
H 4.687 -2.373 -0.964 0.12
C -0.782 3.371 -1.292 -1.12
H 1.578 -3.847 -0.893 0.11
C -5.572 2.219 -0.971 -0.15
H 2.222 -6.301 6.700 0.12
C 3.075 -5.610 4.863 -0.08
C 0.450 -4.578 0.786 -0.06
H 5.974 -4.478 -0.915 0.11
H 4.408 -6.542 7.827 0.11
C 2.829 -4.243 0.796 0.01
C 3.189 -3.176 -5.295 -0.28
H -6.432 3.894 3.105 0.14
H 1.833 -2.118 -7.348 0.12
C 2.425 -1.056 -4.186 -0.08
C 4.362 -6.190 6.805 -0.05
C 4.659 -4.726 -4.028 0.00
C -2.763 4.574 1.617 -0.23
S -0.406 2.610 -2.661 0.79
C -5.298 4.995 1.579 -0.22
C 4.678 -3.034 -1.819 -0.02
C 1.175 2.643 0.550 -0.08
C -6.616 4.615 2.304 -0.13
C 0.497 -5.007 2.102 0.00
H -6.069 4.844 -0.304 0.20
```

Lowest unoccupied orbital energy, eV: -2.9
Energy, hartree: -2908.0396
HOMO, eV: -10.98
Frontier orbital gap, eV: 8.0345
Charge: +1

---

Entry 6:
Entry from the Open Molecules 2025 dataset: a single C20H24N4O5S molecule (ωB97M-V/def2-TZVPD).

Geometry as XYZ:
```
54
Properties=species:S:1:pos:R:3:lowdin_charge:R:1
N -1.921 2.073 0.176 0.09
H -2.113 -0.804 1.915 0.11
H -3.700 2.954 0.818 0.14
S 2.540 -1.456 0.648 0.70
O 0.372 2.129 -1.237 0.07
C -1.433 -1.353 1.281 -0.02
O -0.701 2.201 2.092 0.06
C -3.224 1.963 0.772 -0.11
H -7.097 -0.531 0.057 0.11
C 2.553 -0.176 -1.648 -0.18
H -3.964 -1.956 0.972 0.07
H 3.654 0.799 1.336 0.15
C 3.512 0.999 0.267 -0.34
C 0.325 -2.777 -0.317 -0.05
C -5.680 -0.563 -1.558 -0.07
N 1.564 2.446 0.682 0.10
H 4.382 -1.272 -1.823 0.11
H 1.950 -1.063 -1.844 0.12
H -4.032 -0.353 -2.934 0.11
H -5.661 0.937 1.466 0.12
C -0.076 -1.085 1.342 -0.05
O 3.258 -2.500 -0.030 -0.27
H 3.526 3.141 0.570 0.14
H 2.756 2.639 -0.961 0.12
H -3.751 -2.637 -0.645 0.07
C -1.925 -2.331 0.425 -0.26
C 4.813 0.834 -1.713 -0.18
H 3.953 -0.362 -3.295 0.12
O 2.880 -1.158 2.007 -0.27
N -3.680 0.686 -1.221 0.12
C -4.113 1.042 -0.021 -0.27
H -1.859 1.948 -0.829 0.13
H 4.458 1.771 -2.165 0.12
H 2.044 0.692 -2.080 0.11
C -1.032 -3.036 -0.377 -0.03
H -6.271 -1.196 -2.201 0.10
N 2.599 -0.008 -0.207 -0.16
H 5.866 0.699 -1.967 0.13
C -0.789 2.156 0.875 -0.42
C 3.966 -0.338 -2.206 -0.13
C 0.448 2.220 -0.023 -0.40
H -3.553 -3.662 0.772 0.09
C -5.342 0.625 0.484 -0.03
C 2.873 2.403 0.098 -0.08
H -3.102 1.611 1.802 0.13
C -4.441 -0.096 -1.966 -0.14
H 1.035 -3.333 -0.910 0.11
O 4.794 0.930 -0.298 -0.06
C -3.385 -2.659 0.380 -0.04
C -6.137 -0.191 -0.302 -0.07
H -1.405 -3.800 -1.043 0.12
H 1.463 2.403 1.690 0.15
C 0.791 -1.802 0.544 -0.27
H 0.319 -0.344 2.018 0.11
```

Lowest unoccupied orbital energy, eV: 0.6
Energy, hartree: -1769.9846
HOMO, eV: -9.24
SMILES string: Cc1ccc(S(=O)(=O)N2CCCO[C@H]2CNC(=O)C(=O)NCc2ccccn2)cc1
Frontier orbital gap, eV: 9.8008
Relative energy (zero: lowest compared OMol25 entry of this formula, charge and spin), kcal per mole: 5.2

---

Look up the energy of the fourth one.
-2121.4319 hartree